w.
ORCA calculation (wB97M-V/def2-TZVPD) on C20H27N3O5 in the gas phase.

For the HOMO-LUMO gap, the calculation gives 0.32046 Eh. Its HOMO energy is -8.106 eV. The SMILES is CCOc1ccc(-c2noc(CCCC(=O)NC[C@@H]3CCCO3)n2)cc1OC.

Geometry as ORCA input:
```
! RIJCOSX wB97M-V def2-TZVPD def2/J DEFGRID3
* xyz 0 1
C -4.404 -1.813 -2.009
C -5.027 -0.437 -1.787
O -4.628 0.154 -0.568
C -3.357 0.645 -0.420
C -2.460 0.790 -1.475
C -1.181 1.271 -1.281
C -0.761 1.621 -0.004
C 0.596 2.069 0.217
N 1.073 2.472 1.367
O 2.381 2.751 1.133
C 2.608 2.490 -0.156
C 3.967 2.624 -0.726
C 4.721 1.289 -0.623
C 3.950 0.147 -1.284
C 2.859 -0.380 -0.359
O 2.958 -0.354 0.851
N 1.780 -0.883 -0.995
C 0.724 -1.556 -0.283
C 0.823 -3.089 -0.443
C -0.015 -3.803 0.626
C 0.968 -3.912 1.800
C 2.346 -3.654 1.158
O 2.138 -3.550 -0.242
N 1.542 2.084 -0.774
C -1.653 1.507 1.055
C -2.946 1.034 0.873
O -3.680 0.974 2.019
C -5.078 0.790 1.995
H -3.321 -1.745 -2.078
H -4.791 -2.246 -2.927
H -4.653 -2.469 -1.178
H -4.822 0.228 -2.634
H -6.112 -0.535 -1.688
H -2.760 0.521 -2.475
H -0.499 1.371 -2.111
H 4.509 3.395 -0.178
H 3.871 2.915 -1.773
H 5.698 1.407 -1.093
H 4.866 1.036 0.429
H 4.627 -0.689 -1.476
H 3.516 0.471 -2.230
H 1.783 -0.951 -2.000
H 0.840 -1.282 0.767
H -0.250 -1.208 -0.639
H 0.550 -3.370 -1.466
H -0.301 -4.793 0.270
H -0.913 -3.244 0.877
H 0.757 -3.163 2.561
H 0.924 -4.895 2.266
H 3.051 -4.473 1.313
H 2.790 -2.726 1.537
H -1.342 1.782 2.049
H -5.568 1.501 1.327
H -5.404 0.973 3.019
H -5.352 -0.226 1.704
*
```


x.
ORCA calculation (wB97M-V/def2-TZVPD) on 2 unconnected molecules or ions with the total composition C20H27N3O5.

For the HOMO-LUMO gap, the calculation gives 0.31620 Eh. Its HOMO energy is -8.418 eV. The SMILES is CNC(=O)[C@@H](NC(C)=O)C(C)C.O=C(O)c1ccccc1NCc1ccco1.

Geometry as ORCA input:
```
! RIJCOSX wB97M-V def2-TZVPD def2/J DEFGRID3
* xyz 0 1
C 4.447 -0.776 5.763
N 3.897 -1.037 4.433
C 3.164 -0.161 3.732
O 2.956 0.966 4.166
C 2.694 -0.554 2.310
N 3.214 -1.863 1.839
C 2.967 -3.105 2.267
C 1.874 -3.405 3.276
O 3.642 -4.024 1.839
C 1.171 -0.397 2.023
C 0.573 0.965 2.398
C 0.880 -0.602 0.525
H 5.193 0.019 5.703
H 3.649 -0.453 6.435
H 4.911 -1.678 6.164
H 4.106 -1.924 4.000
H 3.174 0.194 1.680
H 3.920 -1.827 1.119
H 1.824 -2.649 4.054
H 0.922 -3.458 2.753
H 2.078 -4.372 3.733
H 0.616 -1.148 2.581
H -0.456 1.036 2.045
H 0.558 1.082 3.481
H 1.162 1.769 1.956
H 1.179 -1.601 0.209
H 1.414 0.141 -0.067
H -0.190 -0.503 0.336
O -4.965 -0.467 -1.744
C -4.817 0.615 -1.198
O -5.828 1.222 -0.537
C -3.499 1.300 -1.215
C -3.348 2.483 -0.458
C -2.132 3.167 -0.405
C -1.033 2.687 -1.110
C -1.163 1.529 -1.875
C -2.375 0.837 -1.945
N -2.397 -0.330 -2.705
C -2.967 -0.233 -4.071
C -2.045 0.287 -5.142
C -0.679 0.375 -5.112
C -0.287 0.977 -6.359
C -1.441 1.191 -7.060
O -2.526 0.769 -6.336
H -6.579 0.619 -0.634
H -4.183 2.887 0.109
H -2.044 4.073 0.188
H -0.082 3.210 -1.065
H -0.303 1.152 -2.414
H -2.882 -1.066 -2.186
H -3.847 0.419 -4.051
H -3.313 -1.223 -4.383
H -0.032 0.045 -4.306
H 0.721 1.211 -6.687
H -1.493 1.631 -8.051
*
```


x ends up most stable, edging out the next structure by 27.1 kcal/mol.


w.
ORCA calculation (wB97M-V/def2-TZVPD) on 3 unconnected molecules or ions with the total composition H2O5P2.

For the HOMO-LUMO gap, the calculation gives 0.30726 Eh. Its HOMO energy is -2.313 eV.

Geometry as ORCA input:
```
! RIJCOSX wB97M-V def2-TZVPD def2/J DEFGRID3
* xyz -2 1
O 6.063 0.021 -0.905
O 5.959 1.187 1.250
O -3.240 -0.635 0.058
O -3.430 1.692 -0.870
O -3.177 -3.000 0.697
P -2.471 -1.690 0.787
P 6.322 -0.111 0.531
H -3.462 0.678 -0.456
H -2.564 1.859 -1.092
*
```


x.
ORCA calculation (wB97M-V/def2-TZVPD) on a molecular structure, H2O5P2.

For the HOMO-LUMO gap, the calculation gives 0.23545 Eh. Its HOMO energy is 0.869 eV.

Geometry as ORCA input:
```
! RIJCOSX wB97M-V def2-TZVPD def2/J DEFGRID3
* xyz -2 1
O -0.356 -0.610 2.228
O -1.903 1.434 1.936
O -1.454 -0.331 -0.042
O 1.543 -0.235 -0.645
O 0.218 2.129 -0.946
P 0.879 1.497 0.227
P -0.900 0.484 1.368
H 1.087 -0.710 0.128
H -0.819 0.252 -0.451
*
```


w ends up most stable, edging out the next structure by 54.1 kcal/mol.


w.
ORCA calculation (wB97M-V/def2-TZVPD) on C7H10S in the gas phase.

For the HOMO-LUMO gap, the calculation gives 0.33803 Eh. Its HOMO energy is -8.291 eV. The SMILES is C/C=C/[C@H]1C/C1=C\S.

Geometry as ORCA input:
```
! RIJCOSX wB97M-V def2-TZVPD def2/J DEFGRID3
* xyz 0 1
C -2.496 -1.276 -0.070
C -1.164 -0.663 0.009
C -0.754 0.434 -0.600
C 0.524 1.133 -0.524
C 1.320 1.324 0.825
C 1.798 0.410 -0.165
C 2.806 -0.230 -0.756
S 4.289 -0.622 0.016
H -2.286 -2.326 0.162
H -2.874 -0.776 -1.015
H -3.239 -0.972 0.717
H -0.432 -1.288 0.516
H -1.608 1.139 -0.974
H 0.685 2.016 -1.174
H 1.632 2.396 1.095
H 1.011 0.910 1.846
H 2.869 -0.545 -1.740
H 4.160 0.061 1.088
*
```


x.
ORCA calculation (wB97M-V/def2-TZVPD) on C7H10S in the gas phase.

For the HOMO-LUMO gap, the calculation gives 0.30131 Eh. Its HOMO energy is -7.262 eV.

Geometry as ORCA input:
```
! RIJCOSX wB97M-V def2-TZVPD def2/J DEFGRID3
* xyz 0 1
C -1.069 1.435 -0.465
C -2.961 -0.635 -0.027
C 2.518 -1.336 -0.424
C -0.155 -0.395 0.898
C 0.120 1.735 -0.033
C 0.930 0.485 0.427
C 1.802 -0.215 -0.747
S -1.426 -0.372 -0.511
H -1.773 2.154 -0.897
H -3.564 -0.337 0.810
H -3.651 -1.112 -0.721
H 3.239 -1.953 -1.056
H 2.531 -1.845 0.476
H 0.169 -1.460 0.990
H -0.577 -0.038 1.882
H 0.516 2.808 -0.102
H 1.531 0.874 1.272
H 1.821 0.205 -1.772
*
```


y.
ORCA calculation (wB97M-V/def2-TZVPD) on C7H10S in the gas phase.

For the HOMO-LUMO gap, the calculation gives 0.34045 Eh. Its HOMO energy is -8.319 eV. The SMILES is C[C@@]12C[C@H]1C=CCS2.

Geometry as ORCA input:
```
! RIJCOSX wB97M-V def2-TZVPD def2/J DEFGRID3
* xyz 0 1
C -0.946 -0.782 1.369
C -0.048 0.405 0.938
C 1.342 0.356 1.535
C 1.130 0.121 0.073
C 0.857 -0.844 -0.987
C -0.168 -0.407 -1.741
C -0.893 0.970 -1.577
S -0.830 1.810 0.085
H -1.532 -1.161 0.464
H -1.597 -0.497 2.271
H -0.282 -1.676 1.694
H 1.426 -0.390 2.369
H 1.906 1.323 1.682
H 1.397 1.053 -0.413
H 1.313 -1.873 -1.057
H -0.530 -0.953 -2.602
H -1.960 0.775 -1.847
H -0.586 1.768 -2.256
*
```


y ends up most stable, edging out the next structure by 18.9 kcal/mol.